Entry 1:
Entry from the OMol25 dataset: a structure of composition C4H7CrLiO2 in a non-equilibrium geometry (ωB97M-V with the def2-TZVPD basis set).

Computed properties:
F_max: 2.01 eV/Å
highest occupied orbital energy (spin up / spin down): -11.758 / -14.280 eV
total charge: +1
2S+1: 6

```
15
Properties=species:S:1:pos:R:3:forces:R:3
H 1.737058 -3.896543 -1.451589 -0.210 -0.021 -0.015
C -1.153019 -3.820955 0.897848 0.383 0.235 0.018
C -0.800460 -4.474531 2.227108 -0.175 0.618 -0.315
C -0.835459 -3.276254 3.099476 -0.086 0.083 1.210
C -0.489564 -2.011209 2.391875 -0.182 0.182 0.722
O -0.368359 -2.385885 1.035201 -1.721 -1.024 0.214
O -0.580705 -4.289981 -0.212297 0.660 -0.292 -0.738
Li 0.458694 -5.432280 -1.186387 0.035 0.168 -0.078
Cr 0.784038 -2.880924 -0.436400 0.614 -0.662 -0.817
H -2.234677 -3.639977 0.774887 0.444 0.446 0.139
H -1.528035 -5.244902 2.517648 0.176 0.254 -0.126
H 0.199500 -4.938317 2.150926 -0.180 0.074 0.025
H -1.152401 -3.286797 4.140921 0.159 0.021 -0.328
H 0.465722 -1.581439 2.739172 -0.320 0.040 -0.093
H -1.296687 -1.258843 2.466848 0.403 -0.122 0.181
```
Positions in Å, forces in eV/Å.


Entry 2:
Entry from the OMol25 dataset: a structure of composition C4H7CsO3 in a non-equilibrium geometry (ωB97M-V with the def2-TZVPD basis set).

Computed properties:
F_max: 2.70 eV/Å
highest occupied orbital energy: -4.939 eV

```
15
Properties=species:S:1:pos:R:3:forces:R:3
C -3.387198 -1.143811 2.067831 0.416 0.231 0.869
H -3.661800 -0.086303 2.143458 -0.002 -0.279 -0.024
H -2.843557 -1.472200 2.966738 -0.241 0.204 -0.144
H -4.291369 -1.768283 2.001004 0.237 0.157 -0.121
O 2.329477 -0.655056 1.677351 1.346 0.187 1.650
C 1.606471 -0.505764 0.543900 -0.713 0.656 -2.524
O 1.438172 0.695277 0.243164 -0.440 -0.660 0.100
Cs -0.190063 0.782072 -3.203038 0.257 -0.242 0.977
O -2.636396 -0.742786 -0.160796 0.566 -0.447 1.314
C -2.542151 -1.399286 0.872956 -1.298 -0.178 -2.329
H -2.045446 -2.389808 0.829991 0.446 0.420 0.218
C 3.306519 -1.679891 1.723073 -0.564 -0.155 0.162
H 3.299353 -2.276619 0.801031 0.026 0.189 0.089
H 4.286926 -1.213039 1.881692 -0.138 -0.173 -0.150
H 3.092469 -2.348097 2.568735 0.101 0.089 -0.087
```
Positions in Å, forces in eV/Å.


Entry 3:
Entry from the OMol25 dataset: a cluster of 2 separate species, C4H7F in total in a non-equilibrium geometry (ωB97M-V with the def2-TZVPD basis set).

Computed properties:
F_max: 3.17 eV/Å
highest occupied orbital energy: -9.671 eV
SMILES: C=C1CC1.F

```
12
Properties=species:S:1:pos:R:3:forces:R:3
C 0.862660 -0.465002 0.316368 0.098 -2.897 1.029
C -0.114025 0.340418 1.210638 -1.306 -1.389 0.820
C -0.545021 -0.267732 -0.101783 0.441 -0.790 -1.414
C -1.387783 -0.821506 -1.012424 0.296 2.613 1.772
F 1.052386 2.073003 -1.078318 0.575 -1.449 1.776
H 1.773453 -0.057886 -0.122863 -0.389 0.481 -0.212
H 1.165542 -1.567196 0.523139 -0.732 1.939 0.279
H -0.621465 -0.158891 2.118071 1.155 0.583 -1.481
H 0.063112 1.395740 1.450277 -0.129 -0.275 -0.715
H 1.240405 1.398994 -0.385416 -0.513 1.943 -2.039
H -2.374001 -0.373940 -1.123936 -0.136 -0.469 0.357
H -1.115263 -1.496001 -1.793753 0.641 -0.289 -0.171
```
Positions in Å, forces in eV/Å.